No. 1
31
Properties=species:S:1:pos:R:3:forces:R:3:lowdin_charge:R:1 method="wB97M-V/def2-TZVPD" total_energy_ev=-24011.3690 de_lowest_kcal_mol=60.7 homo_lumo_gap_ev=8.53 total_charge=0
C 0.18714 0.09306 0.63268 -3.5 -3.2 2.2 -0.43
C -2.27303 -0.50619 -4.99414 0.0 0.1 0.2 -0.12
C 2.70367 -0.14752 2.63679 -0.1 0.0 -0.1 -0.02
C 1.82157 2.16956 3.08503 0.0 0.0 -0.3 -0.03
C 0.36796 0.17967 3.51286 0.1 0.0 -0.2 -0.06
C -2.18127 -0.30485 -3.48582 0.2 -0.2 -0.2 -0.29
C -1.35967 -1.41228 -2.82920 -0.1 0.3 0.1 -0.30
C -1.13403 -1.17611 -1.34545 0.3 0.2 0.3 -0.48
C 1.46680 0.75608 2.62711 0.3 0.0 0.6 -0.55
N 1.06371 0.84369 1.20226 -0.5 -0.4 -0.1 -0.33
O 1.73704 1.61949 0.44748 0.6 0.6 -0.3 -0.14
S 0.01789 0.23326 -1.07263 -0.1 -0.2 -0.3 0.97
H -0.68021 -0.75510 1.32073 3.2 3.0 -2.3 0.21
H -1.28362 -0.42327 -5.44268 0.0 0.0 -0.1 0.07
H -2.91669 0.24547 -5.44356 0.0 0.0 -0.1 0.07
H -2.67495 -1.49118 -5.23057 0.0 0.0 -0.1 0.07
H 3.45545 0.26081 1.96484 0.1 0.0 0.0 0.09
H 3.11851 -0.22139 3.63885 0.0 0.0 0.1 0.09
H 2.43907 -1.14903 2.29374 0.0 0.0 0.0 0.09
H 0.92542 2.78808 3.12493 0.0 0.1 0.0 0.09
H 2.51337 2.61612 2.37505 0.0 0.0 0.1 0.08
H 2.28137 2.14150 4.06858 0.0 -0.1 0.1 0.09
H -0.56907 0.71316 3.37238 -0.1 0.1 0.0 0.09
H 0.20969 -0.87905 3.32349 0.0 -0.1 0.0 0.07
H 0.66936 0.28889 4.55213 0.0 0.0 0.1 0.09
H -3.18588 -0.29151 -3.05245 0.1 0.1 0.1 0.11
H -1.70975 0.65958 -3.27661 -0.1 0.0 0.0 0.09
H -0.39091 -1.48813 -3.32753 0.0 -0.1 -0.1 0.11
H -1.87553 -2.36882 -2.95590 0.1 0.0 0.0 0.12
H -2.07005 -0.94407 -0.83690 -0.1 -0.1 0.0 0.08
H -0.67337 -2.04992 -0.88551 -0.1 0.0 0.0 0.07

---

No. 2
31
Properties=species:S:1:pos:R:3:forces:R:3:lowdin_charge:R:1 method="wB97M-V/def2-TZVPD" total_energy_ev=-23021.0560 de_lowest_kcal_mol=69.1 homo_lumo_gap_ev="7.69 / 7.69" total_charge=0
C 1.52650 -2.18158 -0.10223 -2.3 2.3 6.0 -0.65
C 2.99431 -3.50489 -1.45165 1.3 1.5 1.7 -0.10
C 1.33401 4.18756 0.41606 -0.5 2.2 -0.1 -0.16
C -3.25270 -0.72789 1.92132 1.3 -1.2 -0.3 -0.13
C 1.62298 -2.74966 -1.37676 2.4 -3.3 -4.4 -0.22
C 1.20210 2.83707 -0.25406 -1.3 -0.9 2.1 -0.29
C -2.70567 -1.05611 0.56332 2.7 -0.2 0.0 -0.33
C -0.30404 2.25920 -0.09272 1.3 0.2 -1.2 -0.40
C -2.33753 0.32786 -0.06641 2.8 -3.3 1.2 -0.35
O 1.97573 -2.59276 0.98652 -0.6 0.8 -2.6 0.03
O 0.69292 -1.12830 -0.24821 -1.1 1.8 0.1 -0.22
P -0.62323 0.61912 0.68171 0.4 -0.3 0.4 1.22
H 3.02341 -4.25780 -2.25244 0.4 0.6 0.1 0.06
H 3.19490 -4.02370 -0.43882 -0.4 0.8 -1.7 0.09
H 3.78241 -2.60421 -1.48753 -1.2 -2.5 -0.4 0.12
H 0.55192 4.96276 -0.01875 1.6 -1.4 0.9 0.11
H 1.12997 4.06750 1.48522 -0.1 0.2 0.0 0.06
H 2.38150 4.64686 0.37208 -1.4 -0.7 -0.3 0.09
H -3.19080 -1.55492 2.58613 -0.4 -0.8 0.6 0.07
H -2.62720 0.01549 2.33793 0.7 1.0 0.7 0.03
H -4.20714 -0.33423 1.85658 -2.1 0.7 0.0 0.06
H 0.88959 -3.54892 -1.62435 -0.2 0.9 0.6 0.13
H 1.60884 -1.96868 -2.17004 -0.3 -0.7 0.6 0.12
H 1.91853 2.16324 0.27529 -0.4 0.2 -1.0 0.11
H 1.34635 2.98734 -1.27686 0.8 -0.5 -1.6 0.07
H -3.36665 -1.60173 -0.07272 -0.6 -0.4 -0.3 0.09
H -1.71228 -1.69332 0.65318 -2.0 1.1 -0.2 0.12
H -0.68189 2.87165 0.74114 -0.6 -0.2 0.0 0.07
H -0.92649 2.41128 -1.02485 0.7 0.0 1.1 0.09
H -2.11604 0.20875 -1.07954 -0.1 0.2 -2.0 0.05
H -3.12428 0.96303 0.16145 -1.0 1.9 0.2 0.07

---

No. 3
30
Properties=species:S:1:pos:R:3:forces:R:3:lowdin_charge:R:1 method="wB97M-V/def2-TZVPD" total_energy_ev=-29762.3041 de_lowest_kcal_mol=18.0 homo_lumo_gap_ev="7.19 / 7.24" total_charge=0
C 2.54332 1.50866 -0.87987 0.0 2.8 0.7 -0.32
C 2.14175 0.81333 0.37558 -0.6 -2.3 0.6 -0.30
C 1.67784 0.86726 -1.88599 -1.7 -0.5 -0.8 -0.05
C 0.74336 1.21488 0.93358 2.7 1.8 -1.5 -0.57
C 0.69768 0.53676 2.22968 -2.7 -0.5 0.0 -0.13
C -0.62117 -1.71944 -0.22687 1.5 1.8 2.6 -0.10
C -2.57766 -0.34946 0.86260 1.1 -0.1 -2.0 -0.08
C -2.32143 -0.64824 -1.63782 -0.8 3.1 0.4 -0.10
C -1.53851 -0.57312 -0.31585 -1.3 3.0 -0.2 -0.72
P -0.52714 1.00244 -0.35799 1.3 0.5 -0.3 0.59
S -1.65197 2.59332 -0.14448 -0.1 0.0 -0.8 0.21
H 2.46441 2.67395 -0.70076 -0.5 -2.1 -0.7 0.15
H 3.62875 1.42557 -0.97822 0.0 -0.6 -0.6 0.11
H 2.10746 -0.34857 0.14775 0.3 2.1 0.7 0.14
H 2.83968 0.99910 1.17923 0.5 -0.1 0.2 0.11
H 1.03652 1.37417 -2.60005 0.8 0.2 -0.2 0.02
H 2.07536 -0.13447 -2.22754 -0.9 1.0 0.5 0.08
H 0.86953 2.35710 1.02924 -0.8 -1.6 0.0 0.12
H 0.81305 -0.50353 2.02853 0.1 -0.9 0.4 0.06
H -0.24666 0.71448 2.73001 -0.2 -0.1 0.3 0.08
H 1.46182 0.86505 2.83548 1.7 0.7 1.5 0.06
H 0.16063 -1.58548 -0.93056 0.5 -0.6 -1.2 0.06
H -0.08134 -1.63248 0.74516 -0.5 -0.7 -0.4 0.08
H -1.20324 -2.56898 -0.26326 -0.7 -2.4 -0.3 0.07
H -3.44035 0.26361 0.56631 0.7 0.0 0.3 0.07
H -2.06353 -0.05458 1.73535 0.3 0.9 1.0 0.04
H -2.90166 -1.31179 1.06753 -1.1 -2.1 0.5 0.05
H -2.50527 -1.66642 -1.79832 -1.0 -1.4 -0.5 0.06
H -3.21545 0.08370 -1.62877 1.0 -1.7 0.2 0.11
H -1.78399 -0.25503 -2.48727 0.7 -0.2 -0.3 0.06

---

No. 4
35
Properties=species:S:1:pos:R:3:forces:R:3:lowdin_charge:R:1 method="wB97M-V/def2-TZVPD" total_energy_ev=-99289.6812 de_lowest_kcal_mol=60.9 homo_lumo_gap_ev=3.12 total_charge=0
C 0.21076 -4.12008 2.03258 -0.1 3.8 0.6 -0.41
C 0.37610 -2.53725 2.39051 0.7 -1.5 -0.2 -0.23
O -0.80399 -1.81283 1.94504 -0.1 1.1 1.5 -0.18
C -1.03956 -0.63222 2.68694 -0.7 0.3 -0.1 -0.20
C -0.61016 0.70074 1.89549 1.3 0.1 2.3 -0.11
O -0.25373 0.43991 0.51483 -0.1 -0.3 0.9 -0.09
N -0.88819 1.27605 -0.37081 -1.3 0.5 -0.6 -0.12
C -0.92766 0.55885 -1.69923 -0.3 -0.7 -2.0 -0.01
C -0.14702 1.28081 -2.87050 1.2 -0.5 -0.6 -0.34
N 0.25728 0.17895 -3.81319 0.2 0.5 1.0 0.02
C 1.19071 2.02768 -2.43550 -0.2 1.3 -0.1 -0.17
C 1.12642 2.76074 -1.01865 -0.4 -0.3 -1.1 -0.60
Cl 2.42530 2.04982 0.04134 -0.8 0.5 -0.2 0.63
C -0.33314 2.65573 -0.43453 1.3 2.2 0.5 -0.11
H 0.03315 -4.70169 2.98341 0.3 0.8 -1.2 0.03
H -0.70980 -4.17946 1.37709 1.3 -0.1 0.7 0.05
H 1.14405 -4.48198 1.47639 -1.6 1.5 1.3 -0.14
H 1.26881 -2.08814 1.85696 -0.8 -0.5 0.5 0.11
H 0.56380 -2.48835 3.50315 -0.5 0.5 -1.0 0.10
H -2.14197 -0.50570 2.93789 1.1 -0.5 -0.5 0.13
H -0.50321 -0.64328 3.68560 -0.4 0.1 -1.2 0.13
H -1.37527 1.51286 2.05075 0.5 -0.8 -0.7 0.13
H 0.33697 1.06609 2.40714 -1.0 -0.2 -0.9 0.13
H -1.88006 1.37551 -0.07813 0.6 -0.1 0.0 0.20
H -0.54410 -0.49704 -1.54982 -0.3 1.4 0.1 0.17
H -2.00663 0.44750 -2.02302 1.2 0.2 0.6 0.16
H -0.81092 1.95475 -3.49569 0.6 -0.6 1.2 0.15
H 0.78396 0.58222 -4.59636 -0.4 -0.1 0.2 0.08
H 0.97211 -0.33721 -3.27678 -0.5 -0.1 -0.6 0.08
H 2.10947 1.37101 -2.48318 -1.3 0.5 0.2 0.11
H 1.36911 2.83739 -3.21342 -0.2 -1.0 0.8 0.13
H 1.36287 3.86128 -1.13984 -0.3 -1.4 0.3 0.12
H -0.31207 3.14688 0.58845 -0.3 -1.1 -1.0 0.15
H -1.01920 3.31674 -1.05338 0.7 -1.1 0.5 0.17
Br 0.77583 -6.37627 1.17847 0.6 -4.6 -1.5 -0.25

---

No. 5
44
Properties=species:S:1:pos:R:3:forces:R:3:lowdin_charge:R:1 method="wB97M-V/def2-TZVPD" total_energy_ev=-124400.0384 de_lowest_kcal_mol=15.5 homo_lumo_gap_ev=6.73 total_charge=0
C -3.70498 0.82176 -2.21759 0.8 0.3 -0.6 -0.06
C -2.58346 -0.22536 -2.48324 -1.7 -0.3 -0.3 -0.24
O -1.94721 -0.68437 -1.29638 0.3 0.7 0.1 -0.12
C -0.65782 -0.17475 -1.05668 1.3 -0.6 -0.9 -0.47
C 0.36776 -0.74363 -2.09995 0.2 0.0 0.1 -0.60
Br 0.22644 -2.70873 -2.20853 -0.1 0.4 0.1 0.79
C 1.83574 -0.32946 -1.85261 0.2 0.5 -0.9 -0.25
C 2.26093 0.87593 -2.75671 -0.2 0.0 0.7 -0.08
C -0.63415 1.36830 -1.19253 -0.5 0.0 0.5 -0.04
N 0.40333 1.99995 -0.30787 -0.8 -0.2 -0.1 0.13
C 0.08583 1.61396 0.96320 0.2 0.4 0.0 -0.37
N -0.27838 2.45240 1.88266 -0.1 0.2 0.9 0.10
O -0.37960 3.79645 1.66161 0.4 0.1 -0.1 0.07
N 0.14116 0.31791 1.35668 0.5 -0.9 -1.5 -0.03
P 1.56743 -0.00401 2.28551 1.3 -0.1 3.8 0.41
O 1.36431 0.64617 3.58051 -0.6 1.1 -0.2 -0.24
O 1.79928 -1.52831 2.47179 -0.9 0.8 -2.2 -0.08
O 2.91241 0.59476 1.62030 -1.2 -0.4 -1.0 -0.08
C -0.21560 -0.70863 0.32290 -0.4 -0.3 0.3 -0.06
H -3.37293 1.78184 -2.63729 -0.2 0.0 0.4 0.07
H -4.60798 0.57292 -2.78027 0.1 -0.1 0.3 0.08
H -3.92890 0.92859 -1.15513 0.0 -0.1 -0.1 0.08
H -3.09411 -1.09580 -2.90998 0.4 -0.1 0.1 0.13
H -1.91434 0.13797 -3.26879 0.3 -0.1 0.3 0.11
H 0.12693 -0.40644 -3.10969 -0.3 -0.1 0.2 0.07
H 2.47997 -1.18014 -2.07750 -0.1 0.1 0.1 0.09
H 2.05054 -0.02489 -0.82723 -0.3 -0.4 0.0 0.07
H 1.49098 1.14714 -3.48640 0.2 -0.2 0.0 0.07
H 3.19977 0.69263 -3.28048 -0.1 0.0 0.0 0.08
H 2.39144 1.75071 -2.10890 0.1 0.0 -0.3 0.06
H -0.51327 1.69562 -2.22557 0.2 -0.1 0.2 0.13
H -1.59697 1.75080 -0.82395 0.0 -0.2 -0.4 0.14
H 0.37869 3.00974 -0.42074 -0.1 0.0 0.1 0.15
H -0.48759 2.10812 2.82327 0.2 0.0 -0.1 0.19
H 0.31135 4.20773 2.21216 -0.1 0.0 -0.1 0.15
H 0.92576 -1.97241 2.72684 0.9 -0.9 0.9 0.06
H 2.73694 1.14321 0.84070 0.3 -0.1 0.1 0.06
H -1.03234 -1.31646 0.72739 0.0 0.3 0.0 0.15
H 0.62491 -1.40320 0.24433 -0.1 0.2 -0.2 0.10
O -0.89477 -4.99231 4.24629 0.1 0.2 -0.1 -0.36
Cl 0.25448 -4.19693 4.58382 0.1 -0.8 0.4 0.66
O 0.23817 -2.98636 3.76124 -0.5 0.6 -0.4 -0.41
O 1.46424 -4.92319 4.30794 -0.1 0.2 -0.1 -0.35
O 0.20560 -3.80922 5.96488 0.0 0.1 -0.2 -0.35

---

No. 6
47
Properties=species:S:1:pos:R:3:forces:R:3:lowdin_charge:R:1 method="wB97M-V/def2-TZVPD" total_energy_ev=-329437.4467 de_lowest_kcal_mol=47.5 homo_lumo_gap_ev=5.27 total_charge=-2
Cd -0.18534 0.13554 -0.74588 0.5 0.5 -0.3 1.15
C -3.15075 -2.16260 -2.94707 0.1 -0.2 -0.1 -0.09
C -3.19301 -1.20299 -1.77118 0.4 0.0 0.0 -0.61
O -4.52369 -1.10480 -1.27597 -0.5 0.1 0.1 -0.09
P -2.20149 -1.85738 -0.37042 -0.8 0.2 0.6 0.27
O -2.95111 -3.25400 -0.01558 0.7 -0.3 -0.5 -0.14
O -0.80247 -2.16963 -0.86398 0.3 0.0 -0.1 -0.39
O -2.24498 -0.96880 0.82821 0.0 -0.1 -0.1 -0.37
P -2.71559 0.51434 -2.32238 -0.1 -0.4 0.0 0.29
O -1.54483 0.15103 -3.40308 -0.1 -0.2 0.4 -0.19
O -3.92869 1.05481 -2.98822 -0.1 0.1 -0.1 -0.32
O -2.04526 1.26522 -1.19984 0.2 -0.2 -0.2 -0.42
H -3.61287 -3.10743 -2.65211 0.0 0.0 0.0 0.08
H -2.12319 -2.34906 -3.25393 0.0 0.0 0.0 0.07
H -3.70349 -1.73839 -3.78732 0.0 0.0 0.0 0.08
H -4.91390 -0.33961 -1.73111 0.0 0.0 0.0 0.07
H -3.84046 -3.04575 0.25888 -0.6 0.2 0.2 0.06
H 0.03726 -2.25930 0.64977 0.4 -0.2 0.4 0.01
H -1.65144 0.67133 -4.19455 0.0 0.3 -0.5 0.06
C 2.16671 3.89044 -3.00539 0.0 0.0 0.1 -0.11
C 2.99811 2.60999 -3.00211 0.3 0.2 0.1 -0.25
C 2.18145 1.45537 -2.70422 -0.1 -0.6 0.2 -0.26
N 1.53343 0.53713 -2.46656 -0.3 0.2 -0.2 0.09
H 2.75444 4.69876 -3.43266 0.1 0.1 0.0 0.07
H 1.92159 4.15671 -1.97787 -0.1 0.0 0.0 0.05
H 1.25014 3.77862 -3.58334 0.0 0.0 0.0 0.07
H 3.78181 2.64484 -2.23176 -0.1 0.0 -0.1 0.05
H 3.47892 2.42503 -3.96437 0.0 0.0 0.0 0.11
Se 4.46202 0.59280 3.28348 -0.1 0.0 0.0 -0.31
Sb 3.84971 1.39813 1.05327 0.3 0.0 -0.2 -0.40
Se 1.33645 0.70259 1.07830 0.2 0.3 0.9 -0.10
Se 3.74420 3.82816 0.80116 0.0 -0.1 -0.1 -0.33
Se 5.03900 0.30467 -0.78378 -0.1 0.0 0.1 -0.31
O 0.47429 -2.44098 1.54781 -0.4 0.0 -0.5 -0.36
S -0.04829 -1.37772 2.62993 0.0 -0.2 -0.3 0.91
C 1.35546 -1.41055 3.75291 0.2 0.3 -0.1 -0.37
C 1.00930 -2.31942 4.92418 0.0 -0.1 0.1 -0.23
C 0.02534 -3.36577 4.40258 0.0 0.0 0.0 -0.24
C -1.00380 -2.56584 3.62033 0.1 0.1 0.1 -0.31
H 1.60186 -0.37528 4.00471 0.0 -0.1 0.0 0.04
H 2.18925 -1.76824 3.14628 0.0 0.0 0.0 0.08
H 0.53733 -1.73847 5.71984 0.0 0.0 0.0 0.11
H 1.92016 -2.75817 5.32956 0.0 0.0 0.0 0.11
H -0.42558 -3.95753 5.20219 0.0 0.0 0.0 0.11
H 0.53790 -4.04793 3.72149 0.0 0.0 0.0 0.11
H -1.63351 -1.96066 4.27260 -0.1 0.0 0.1 0.10
H -1.63499 -3.11711 2.93088 0.0 0.0 -0.1 0.09

---

No. 7
37
Properties=species:S:1:pos:R:3:forces:R:3:lowdin_charge:R:1 method="wB97M-V/def2-TZVPD" total_energy_ev=-28163.2581 homo_lumo_gap_ev=7.61 total_charge=-1
C -1.62267 -1.90014 -1.26461 0.3 0.1 0.0 -0.18
N -3.02202 -1.73492 -0.91612 -0.1 0.1 0.1 -0.22
C -3.44559 -0.33055 -0.80401 -0.1 0.0 -0.2 -0.33
In -2.53696 0.76634 0.86178 -0.2 0.1 -0.1 0.82
N -3.86120 0.95029 2.50285 0.1 0.1 0.0 -0.20
F -0.88577 -0.25980 1.49448 0.2 0.0 0.1 -0.48
C -1.62744 2.73190 0.37324 0.0 0.2 0.0 -0.23
C -0.37781 2.65682 -0.44465 0.0 -0.2 0.1 -0.54
C -0.20507 3.65591 -1.56694 0.0 -0.1 -0.1 -0.08
N 0.56335 1.81535 -0.24801 0.0 0.1 -0.1 0.11
H -1.03190 -1.11380 -0.78651 -0.1 -0.1 0.0 0.04
H -1.40762 -1.83638 -2.34401 -0.1 0.0 0.0 0.07
H -1.22907 -2.85098 -0.88749 -0.1 0.0 -0.1 0.07
H -3.59614 -2.18982 -1.61631 0.1 -0.1 0.0 0.08
H -4.52213 -0.31616 -0.59529 0.0 0.0 -0.1 0.02
H -3.30117 0.21641 -1.75498 0.0 0.0 0.1 0.03
H -4.73243 1.36626 2.18206 0.0 -0.1 0.1 -0.08
H -3.49841 1.60195 3.19352 0.0 0.0 0.0 -0.08
H -1.40258 3.20011 1.33909 0.0 -0.1 0.0 0.04
H -2.38320 3.36573 -0.10577 0.1 0.0 0.0 0.03
H -1.10844 3.70723 -2.18334 0.0 0.0 0.1 0.07
H -0.03913 4.65552 -1.15256 0.0 0.0 0.0 0.07
H 0.64077 3.37541 -2.19592 0.0 0.0 0.1 0.06
H 0.29622 1.17066 0.50185 0.0 0.1 0.0 0.00
C 1.86082 -1.08460 0.53087 0.0 0.0 0.0 -0.04
C 3.01577 -2.01517 0.74924 0.1 -0.1 0.1 -0.31
C 4.33037 -1.33553 1.10133 -0.1 0.0 -0.1 -0.09
O 5.31498 -2.18214 0.49658 0.0 -0.1 0.0 0.05
C 4.71522 -2.90290 -0.48372 0.2 0.4 -0.3 -0.58
O 5.31153 -3.55709 -1.28354 -0.1 -0.1 0.2 0.14
O 3.38961 -2.71175 -0.46967 -0.1 -0.1 0.1 0.09
H 0.91681 -1.60996 0.41400 0.0 0.0 0.0 0.07
H 1.73999 -0.44147 1.40419 0.0 0.0 0.0 0.09
H 2.04210 -0.44755 -0.33501 0.0 0.0 0.0 0.09
H 2.78131 -2.79542 1.47925 0.0 0.1 0.0 0.16
H 4.53279 -1.27659 2.16706 -0.1 0.0 0.0 0.13
H 4.38510 -0.34318 0.64707 0.0 0.0 0.0 0.14

---

No. 8
32
Properties=species:S:1:pos:R:3:forces:R:3:lowdin_charge:R:1 method="wB97M-V/def2-TZVPD" total_energy_ev=-20729.2721 de_lowest_kcal_mol=0.0 homo_lumo_gap_ev=9.94 total_charge=+1
C -3.10686 2.39857 -1.33699 -2.2 -1.4 0.1 -0.08
C -3.09051 2.72778 0.10857 0.3 -1.9 -0.7 -0.11
C 2.69996 -3.00674 -1.64339 -1.4 2.8 -0.7 -0.04
C 2.17034 -2.30820 0.63388 -1.5 0.2 0.9 -0.09
C -2.75295 2.33758 2.51763 -1.7 3.2 -3.2 -0.01
C 1.83707 -0.69646 -1.20219 2.4 -3.7 -3.2 -0.13
C 1.73464 -2.20579 -0.75268 -2.3 -1.6 -1.8 -0.41
C -2.78059 1.85924 1.05815 -1.1 2.6 2.3 -0.36
C 0.78994 -0.09369 -0.60399 -1.4 1.9 0.7 -0.16
N -0.02762 0.38505 0.02005 -1.3 0.7 0.8 0.26
N -2.50732 0.49965 0.80525 0.3 0.0 -3.9 0.14
I 5.66811 0.14799 0.23629 -1.6 1.8 -2.4 0.57
H -2.40855 1.64178 -1.56554 1.2 -0.7 -0.4 0.04
H -4.09408 1.89060 -1.68343 1.2 1.5 0.4 0.13
H -3.32969 3.72864 0.32353 -0.1 1.0 0.8 0.11
H 2.96550 -3.94072 -1.30312 0.5 -2.0 0.8 0.07
H 3.51584 -2.34141 -1.71431 1.8 0.3 0.3 0.06
H 2.41500 -3.00096 -2.67454 -0.8 -0.5 -0.7 0.08
H 1.36675 -2.10040 1.33066 0.3 0.5 0.4 0.10
H 2.49374 -3.26134 0.82440 0.3 -2.8 0.6 0.06
H 3.06348 -1.79375 0.75091 1.5 1.7 0.8 0.03
H -3.77784 2.80830 2.67523 1.3 -1.0 0.5 0.12
H -2.07318 3.20809 2.49223 0.0 -0.6 0.6 0.10
H -2.47597 1.60620 3.17123 0.6 -1.7 2.1 0.04
H 2.79180 -0.40354 -0.78282 0.2 0.6 -0.2 0.07
H 1.88649 -0.74439 -2.34601 -0.4 0.8 1.6 0.18
H 0.61617 -2.62670 -0.81762 2.3 1.1 -0.2 0.18
H -2.83783 3.28616 -1.84567 -0.2 0.6 -1.1 0.07
H -1.31752 0.53827 0.54774 -1.3 -0.9 -0.4 0.09
H -3.16250 0.22380 -0.00691 1.8 0.1 1.2 0.19
H 6.40736 -0.60651 1.27407 1.7 -1.8 2.4 -0.43
H -2.67920 -0.15710 1.50940 -0.4 -0.8 1.8 0.13